Entry 1:
Density functional theory data (the ωB97M-V functional and the def2-TZVPD basis) for the ion C6H6NO3 with charge -1 at a distorted geometry.

Element x y z (Å)
C 0.970534 1.074449 0.189296
C 0.824372 0.494583 -1.185912
C 0.660962 1.740902 -1.481826
C -0.564605 -0.484303 1.130636
C -1.499784 -1.104207 1.956081
C 0.974685 -0.882994 -1.708366
N 0.085713 0.592098 1.160552
O -1.445685 -2.077312 2.705885
O -2.780749 -0.667921 1.353168
O 0.454755 2.869741 -1.785410
H 2.045697 1.171187 0.668696
H 1.263464 -0.924194 -2.759651
H 1.683228 -1.410796 -1.208580
H 0.001282 -1.418853 -1.477893
H 0.006309 1.228929 1.891334
H -2.680177 -0.201309 0.551989

Atomic forces in eV per Å
C 2.853 -0.033 -1.258
C 0.980 -0.621 0.948
C -0.322 0.228 1.545
C 0.501 -1.425 -0.215
C -1.241 -0.667 -1.375
C -3.158 0.667 -1.286
N 0.045 -0.266 -0.204
O -0.492 1.899 -0.620
O -0.465 -1.899 3.220
O -0.247 1.332 -1.409
H -1.908 -0.094 -0.917
H -0.405 0.031 -0.191
H 2.297 -1.414 1.778
H 1.037 0.266 -0.751
H -0.279 1.182 2.111
H 0.804 0.812 -1.375

Computed properties:
HOMO energy: -3.12 eV
total charge: -1
relative energy (zero: lowest compared OMol25 entry of this formula, charge and spin): 510.7 kJ/mol
E_tot: -512.58452 a.u.
molecular weight: 140.118 g/mol
lowest unoccupied orbital energy: 3.67 eV


Entry 2:
Density functional theory data (the ωB97M-V functional and the def2-TZVPD basis) for a cluster of 2 separate species, C6H6NO6 in total at a distorted geometry.

Element x y z (Å)
N 3.852962 0.457131 -1.657872
O 4.239457 -0.724449 -1.595093
O 4.618372 1.424520 -1.851438
O 2.579751 0.733936 -1.507366
H 1.495494 -0.468865 -1.554949
C 0.508175 -1.025279 -1.749620
O 0.276314 -1.313583 -2.920062
C -0.296206 -1.246858 -0.557487
C -0.154486 -0.401175 0.484017
C -0.932712 -0.435110 1.711280
C -2.230920 0.414354 1.938255
O -0.965316 0.765606 2.527943
C -2.720804 1.384862 0.926602
O -2.049690 2.020008 0.133200
H -1.057859 -2.032394 -0.571465
H 0.599580 0.381690 0.375745
H -0.976656 -1.393898 2.246309
H -2.964003 -0.066856 2.597461
H -3.821449 1.526354 1.024532

Atomic forces in eV per Å
N 2.759 -0.807 -0.259
O -1.338 2.220 -0.071
O -2.269 -1.676 0.471
O 0.642 0.303 -0.109
H 0.218 0.203 0.067
C -0.200 -0.499 -2.982
O 0.317 0.382 2.915
C -0.618 0.058 0.955
C 0.648 -0.059 -1.500
C -2.095 1.485 1.186
C 2.402 -1.039 -0.113
O -0.336 -1.623 -0.519
C -0.142 0.944 -0.768
O -0.664 -1.131 1.154
H 0.249 0.240 -0.125
H -0.195 -0.048 0.254
H 0.216 0.462 -0.024
H 0.205 0.478 -0.123
H 0.199 0.106 -0.409

Computed properties:
HOMO energy (spin up / spin down): -10.69 / -10.05 eV
2S+1: 2
total charge: 0
relative energy (zero: lowest compared OMol25 entry of this formula, charge and spin): 0.0 kJ/mol
E_tot: -738.10758 a.u.
molecular weight: 188.115 g/mol
lowest unoccupied orbital energy (spin up / spin down): -1.16 / -4.15 eV


Entry 3:
Density functional theory data (the ωB97M-V functional and the def2-TZVPD basis) for the ion C6H6NO6S with charge -1 at a distorted geometry.

Element x y z (Å)
C -0.170672 1.529205 1.765018
C 1.227199 1.404241 1.328711
C -1.105375 1.105286 0.871979
C 1.693979 0.573166 0.481197
C -0.949513 0.460487 -0.430343
C 0.007162 -0.703419 -0.261202
N -0.186697 -1.720621 0.759944
O -0.812217 -1.487690 -2.464472
O 0.868321 -2.191299 1.145905
O -1.282026 -1.993265 1.189527
O 1.297222 -0.199354 -2.430334
O 1.240070 -2.558972 -1.745628
O -2.137667 0.142313 -1.074648
S 0.506797 -1.327816 -1.879739
H -0.384411 2.076430 2.692663
H 1.822445 2.209277 1.826755
H -2.179610 1.311708 1.010805
H 2.658145 0.597826 -0.039676
H -0.191717 1.090011 -0.917900
H -1.921434 -0.317515 -1.828561

Atomic forces in eV per Å
C -0.747 -0.736 -1.753
C -0.859 2.614 3.116
C -1.928 1.372 2.042
C -1.177 -3.083 -3.106
C 1.976 -1.218 0.446
C 3.068 2.279 0.452
N 1.441 0.223 0.365
O -0.422 -0.326 -0.848
O -0.454 -0.637 0.416
O -0.603 -0.057 -0.081
O -1.134 -1.238 0.549
O -0.029 -0.048 0.285
O -1.333 3.101 3.640
S 1.928 1.128 -0.804
H -0.165 -0.350 -0.600
H 0.222 -0.770 -0.676
H 0.464 -0.066 0.579
H -0.644 -0.642 0.131
H -0.608 0.551 -1.088
H 1.006 -2.097 -3.063

Computed properties:
HOMO energy: -5.94 eV
total charge: -1
relative energy (zero: lowest compared OMol25 entry of this formula, charge and spin): 437.4 kJ/mol
E_tot: -1136.46111 a.u.
molecular weight: 220.182 g/mol
lowest unoccupied orbital energy: 2.89 eV


Entry 4:
Density functional theory data (the ωB97M-V functional and the def2-TZVPD basis) for an isolated molecule of C6H6O at a distorted geometry.

Element x y z (Å)
C -1.339687 -1.826317 -0.517140
C -0.944312 -0.702107 -0.695613
C 0.008051 0.405013 -0.645011
C -0.571260 1.618853 -0.025374
C -1.076653 2.579236 0.501599
C 1.241996 -0.211091 0.206108
O 1.365129 -1.595917 0.275242
H -1.534471 -2.849164 -0.275587
H 0.364562 0.690926 -1.646947
H -1.523155 3.428607 0.976465
H 1.149492 0.229087 1.204955
H 2.154126 0.140769 -0.268870
H 0.706182 -1.907892 0.910176

Atomic forces in eV per Å
C 0.081 0.401 0.005
C -0.161 -0.821 0.106
C 0.110 -0.169 0.116
C -0.134 0.252 0.375
C 0.368 -0.530 -0.274
C 0.032 1.153 0.014
O -0.169 -0.028 0.174
H -0.379 0.208 -0.282
H -0.146 -0.309 0.219
H 0.127 -0.219 -0.158
H 0.111 -0.017 -0.089
H 0.038 0.155 0.081
H 0.123 -0.077 -0.288

Computed properties:
HOMO energy: -9.97 eV
total charge: 0
relative energy (zero: lowest compared OMol25 entry of this formula, charge and spin): 432.0 kJ/mol
E_tot: -307.29889 a.u.
molecular weight: 94.113 g/mol
lowest unoccupied orbital energy: 0.90 eV
SMILES: C#CC(C#C)CO


Entry 5:
Density functional theory data (the ωB97M-V functional and the def2-TZVPD basis) for an isolated molecule of C6H6O.

Element x y z (Å)
C -1.520037 0.598308 1.867290
C -0.859217 0.535116 0.862929
C -0.088175 0.371636 -0.382494
C 1.244127 0.988647 -0.293114
C 2.353392 1.452785 -0.240717
C 0.027647 -1.136186 -0.722032
O -1.236331 -1.733061 -0.839776
H -2.095160 0.689431 2.763135
H -0.652618 0.847114 -1.196363
H 3.332423 1.877702 -0.184653
H 0.650730 -1.623353 0.042565
H 0.526225 -1.241915 -1.689455
H -1.683006 -1.626226 0.012685

Atomic forces in eV per Å
C 0.263 -0.007 -0.383
C -0.265 0.023 0.407
C -0.023 0.034 0.003
C 0.510 0.191 0.000
C -0.478 -0.193 -0.011
C 0.314 0.065 -0.036
O -0.124 -0.001 0.205
H 0.108 -0.027 -0.168
H 0.097 -0.051 0.127
H -0.203 -0.090 -0.017
H -0.122 0.082 -0.107
H -0.066 0.040 0.142
H -0.011 -0.065 -0.160

Computed properties:
HOMO energy: -10.07 eV
total charge: 0
relative energy (zero: lowest compared OMol25 entry of this formula, charge and spin): 372.3 kJ/mol
E_tot: -307.32163 a.u.
molecular weight: 94.113 g/mol
lowest unoccupied orbital energy: 0.93 eV
SMILES: C#CC(C#C)CO


Entry 6:
Density functional theory data (the ωB97M-V functional and the def2-TZVPD basis) for an isolated molecule of C6H6O.

Element x y z (Å)
O 0.398704 -1.314762 2.868092
C 1.117796 -1.125598 1.722984
C 1.023249 -0.097344 0.919531
C 0.801532 0.888078 0.076392
C -0.206053 0.766567 -0.957333
C -0.963951 1.252302 -1.890888
C -1.147370 -0.207684 -1.592861
H -0.237893 -0.590562 2.946043
H 1.813252 -1.940685 1.546773
H 1.357403 1.823745 0.141073
H -1.300118 2.086734 -2.486407
H -2.029659 -0.549825 -1.042396
H -0.752074 -0.958140 -2.284287

Atomic forces in eV per Å
O -0.187 0.182 0.072
C 0.208 0.111 -0.326
C -0.070 -0.085 0.053
C 0.005 -0.083 0.064
C -0.120 0.111 -0.164
C 0.199 0.104 0.137
C -0.122 -0.326 -0.011
H 0.079 -0.135 0.063
H -0.054 0.142 -0.015
H -0.085 -0.139 0.016
H 0.073 -0.124 0.092
H 0.129 0.103 -0.078
H -0.053 0.138 0.098

Computed properties:
HOMO energy: -8.80 eV
total charge: 0
relative energy (zero: lowest compared OMol25 entry of this formula, charge and spin): 408.8 kJ/mol
E_tot: -307.30773 a.u.
molecular weight: 94.113 g/mol
lowest unoccupied orbital energy: 0.53 eV
SMILES: OC=C=CC1=CC1